The following is a quantum chemistry calculation of a single C3H11N3 molecule at a distorted geometry, from the OMol25 dataset.

Atoms and positions in Å:
H  1.739  1.517  -0.277
H  2.766  0.387  0.633
H  -0.511  -1.201  1.172
C  0.330  -0.773  0.622
C  1.930  1.086  0.718
H  -1.385  0.830  -1.787
H  -1.747  0.739  -0.021
H  2.243  1.895  1.378
N  -2.336  -0.975  -1.209
H  1.134  -1.512  0.593
H  0.576  -0.274  -1.399
H  -2.899  -1.228  -0.402
H  0.034  1.036  1.513
N  -0.163  -0.597  -0.773
C  -1.536  0.159  -0.930
N  0.793  0.397  1.310
H  -0.967  -1.485  -1.139

Results
Kohn-Sham gap: 8.5 eV

Results of the Mulliken charge analysis, in e, for atoms 1 through 4: atom 1 (H): 0.2804, atom 2 (H): 0.2892, atom 3 (H): 0.3774, atom 4 (C): -0.7930



The following is a quantum chemistry calculation of 3 unconnected molecules or ions with the total composition C36H82FN8O8P2 at a distorted geometry, from the OMol25 dataset.

Atoms and positions in Å:
H  -2.696  -3.401  -3.020
C  -7.923  2.845  2.685
N  -2.932  0.320  -0.885
H  3.498  -2.221  -2.653
H  7.343  -1.845  -3.293
H  -7.236  3.691  2.738
H  4.661  0.423  -5.173
H  3.333  5.061  -3.520
H  -1.529  1.646  -0.064
H  2.906  3.422  -4.070
H  3.657  -3.104  2.167
H  1.920  2.903  -1.917
H  5.432  -3.142  1.798
H  5.160  -2.323  -0.283
C  6.952  -5.056  -4.163
H  7.291  -6.025  -4.513
F  2.381  0.768  -0.625
H  -5.771  -1.004  -3.247
H  2.935  -1.533  0.872
C  -5.690  -2.391  -0.595
H  1.660  4.698  -3.949
H  -5.181  -3.214  -0.088
H  -5.911  -2.700  -1.615
C  -3.654  -2.962  -3.300
C  3.818  2.479  1.124
C  3.749  0.737  -2.454
O  6.786  2.365  0.131
H  8.513  -3.696  -3.493
H  -4.676  -1.086  -4.625
H  5.849  -2.527  -3.969
H  -12.205  2.346  3.728
H  -9.321  1.503  6.923
O  1.678  -4.864  -2.525
H  2.780  2.171  1.225
C  -8.578  0.713  6.813
C  -3.528  1.420  -1.617
H  0.630  -3.155  -0.836
H  3.167  0.047  1.530
H  -4.444  -3.606  -2.892
C  -4.947  -0.677  0.848
H  7.022  -1.402  0.243
H  3.124  -0.088  -2.778
C  4.626  -2.633  2.335
N  4.057  3.859  1.542
H  2.552  -1.809  -1.208
H  3.197  4.163  1.979
H  6.536  0.320  2.434
H  5.299  3.977  -0.881
C  7.014  -0.338  0.445
C  -8.340  3.350  5.002
C  8.042  -3.993  -4.436
H  -7.605  4.136  4.818
H  4.669  3.149  -2.278
P  -3.280  -1.345  -1.180
C  -4.735  -0.825  -3.566
H  -7.571  1.135  6.918
C  2.274  3.931  -2.035
H  7.526  -1.124  2.404
H  5.436  1.685  -3.494
C  5.155  0.696  -3.130
C  3.404  -3.809  -1.244
C  4.425  -0.336  -0.184
H  -11.129  -0.333  5.712
H  -11.616  -0.465  4.020
C  -7.940  -1.229  5.606
H  4.856  -2.759  3.394
H  -10.686  3.045  3.246
H  -3.371  2.359  -1.078
N  -3.744  -1.581  -2.824
O  -7.906  -0.040  3.267
N  -8.736  -0.008  5.565
C  -1.561  0.659  -0.534
H  -3.089  1.534  -2.617
C  3.706  -0.798  1.103
H  -9.330  3.828  5.002
H  7.206  0.059  -4.544
H  6.013  -4.769  -4.635
O  -1.865  -1.849  -1.244
H  4.109  -4.307  -1.908
H  5.157  5.043  2.831
H  -4.439  -1.375  1.519
H  6.746  -5.072  -3.091
C  6.472  -0.680  -4.868
H  -6.652  -2.232  -0.111
H  1.433  4.550  -1.723
H  -12.431  0.664  5.117
N  -10.515  1.320  4.498
H  5.934  0.366  -2.445
P  -8.937  0.744  4.030
C  7.393  -0.149  1.950
H  3.704  -4.008  -0.214
C  3.762  0.852  -0.931
H  4.373  1.829  1.816
H  -7.451  2.095  2.050
H  -0.902  0.675  -1.413
C  5.726  1.591  -0.020
H  -5.985  -0.582  1.169
N  -8.186  2.299  4.015
H  -8.835  3.184  2.173
C  3.457  -2.301  -1.569
N  -4.895  -1.135  -0.568
H  8.801  -4.412  -5.093
H  -1.155  -0.044  0.188
C  -11.466  0.232  4.849
H  -8.194  -1.892  4.784
C  5.085  3.985  2.574
O  7.539  -2.844  -5.113
H  6.076  3.693  2.232
O  1.098  -3.943  -0.515
H  5.454  -1.497  -1.780
H  4.383  -1.024  -4.242
H  -3.715  -3.005  -4.387
H  7.812  0.090  -0.161
N  5.746  0.303  0.086
C  1.992  -4.283  -1.512
H  -8.131  3.006  6.009
H  4.845  3.470  3.514
C  -11.189  2.096  3.426
H  8.274  0.483  2.046
O  3.334  4.256  -1.148
H  -4.500  0.303  0.977
C  2.564  4.289  -3.503
C  4.717  -1.618  -0.988
O  4.624  -1.231  2.080
C  4.346  2.170  -0.331
H  6.456  -0.754  -5.952
H  -6.864  -1.021  5.563
H  -8.146  -1.778  6.528
H  3.284  1.639  -2.846
C  5.087  -0.204  -4.385
C  4.444  3.403  -1.241
H  7.188  2.283  1.010
H  -4.609  1.313  -1.700
H  -8.744  0.040  7.659
H  -11.236  1.546  2.483
C  6.801  -2.043  -4.232
H  -4.551  0.244  -3.533

Results
Total charge: +1
Kohn-Sham gap: 6.7 eV

Results of the Mulliken charge analysis, in e, for atoms 1 through 4: atom 1 (H): 0.2282, atom 2 (C): -0.9308, atom 3 (N): 0.2854, atom 4 (H): 0.2496



The following is a quantum chemistry calculation of a molecular structure, C20H40Cl4F6O18PV at a distorted geometry, from the OMol25 dataset.

Atoms and positions in Å:
F  23.420  -1.428  -10.932
Cl  26.775  -0.819  -16.619
F  25.337  1.057  -11.746
C  28.475  1.236  -10.845
O  24.623  -1.798  -5.225
H  25.444  -3.395  -4.308
H  17.032  1.203  -6.625
H  21.027  0.260  -11.453
Cl  21.520  -1.639  -15.009
H  19.807  4.425  -7.093
H  25.465  -5.284  -11.625
O  17.450  0.736  -10.294
F  25.506  -1.189  -11.769
C  25.396  -0.989  -15.507
H  26.438  -1.904  -4.312
O  21.608  4.513  -8.117
H  24.098  -4.180  -12.162
H  16.443  1.856  -8.226
C  20.859  3.813  -13.429
O  22.861  4.343  -9.850
H  25.761  -3.651  -11.668
C  16.968  1.069  -7.704
H  27.509  -0.250  -12.567
C  19.969  0.273  -11.215
H  24.243  4.482  -11.318
O  23.463  -0.516  -6.453
H  21.406  1.084  -13.789
H  29.095  -0.437  -13.330
H  19.507  1.095  -11.770
O  27.700  0.420  -10.386
F  23.288  0.893  -10.691
H  23.011  -2.422  -13.606
Cl  25.379  -2.612  -14.760
C  23.780  3.704  -10.712
H  30.002  4.019  -10.077
O  20.137  2.787  -13.859
H  22.446  -4.048  -8.541
C  28.348  0.284  -13.008
H  23.264  3.108  -11.465
C  29.670  3.264  -10.784
H  21.096  6.429  -13.749
H  24.498  -0.848  -16.093
H  21.370  5.999  -12.064
H  22.906  -4.175  -6.841
H  20.779  2.905  -7.006
O  24.425  -4.331  -10.141
H  23.711  1.050  -7.804
H  27.940  0.823  -13.861
P  24.333  -0.139  -11.345
O  22.267  2.480  -8.743
V  26.916  -1.045  -8.993
O  20.022  4.782  -13.110
O  19.645  0.559  -9.865
H  29.104  3.758  -11.573
C  21.954  -2.659  -13.650
C  20.769  1.657  -14.455
C  24.572  -1.171  -6.391
F  23.603  -0.059  -12.760
H  16.552  0.058  -7.737
C  24.974  -3.603  -9.194
H  21.340  4.257  -6.157
C  25.772  -2.542  -4.901
O  25.950  -2.882  -9.339
F  25.036  -0.261  -9.847
C  22.262  3.668  -8.906
C  23.068  0.185  -7.638
H  23.151  -5.550  -7.873
H  23.151  -0.421  -8.539
C  20.612  6.063  -12.843
H  19.531  -0.640  -11.623
C  20.800  3.994  -7.070
H  21.403  -2.419  -12.749
C  18.388  0.742  -9.529
H  22.035  0.503  -7.553
H  24.545  3.112  -10.213
O  28.846  1.281  -12.105
O  25.461  -1.223  -7.218
O  22.067  3.845  -13.468
O  28.906  2.251  -10.154
C  24.935  -4.339  -11.494
H  21.237  1.974  -15.386
H  25.618  -0.271  -14.729
O  18.302  0.901  -8.228
C  23.181  -4.462  -7.855
H  26.358  -2.974  -5.715
H  30.594  2.904  -11.242
H  19.785  6.705  -12.562
Cl  21.706  -4.345  -14.074
H  19.913  1.048  -14.739
O  24.473  -3.869  -8.028

Results
Total charge: +1
2S+1: 4
Kohn-Sham gap (spin up / spin down): 7.7 / 7.8 eV

Results of the Mulliken charge analysis, in e, for atoms 1 through 4: atom 1 (F): -0.4626, atom 2 (Cl): -0.1758, atom 3 (F): -0.3667, atom 4 (C): 0.6964



The following is a quantum chemistry calculation of a single C4H6O molecule, from the OMol25 dataset.

Atoms and positions in Å:
O  -0.473  0.621  0.275
C  0.410  -0.464  0.420
H  3.528  0.698  -1.272
H  0.570  -0.713  1.481
C  -1.824  0.295  0.085
H  -1.945  -0.581  -0.569
C  2.664  0.324  -0.771
H  0.016  -1.370  -0.069
C  1.676  -0.075  -0.213
H  -2.345  0.106  1.033
H  -2.279  1.161  -0.401

Results
SMILES: C#CCOC
Kohn-Sham gap: 10.9 eV

Results of the Mulliken charge analysis, in e, for atoms 1 through 4: atom 1 (O): -0.3119, atom 2 (C): -0.5385, atom 3 (H): 0.3913, atom 4 (H): 0.2665



The following is a quantum chemistry calculation of 3 unconnected molecules or ions with the total composition C26H57BFN3O4P at a distorted geometry, from the OMol25 dataset.

Atoms and positions in Å:
C  0.999  5.577  0.197
H  1.345  -2.244  -3.461
O  -0.662  -6.647  2.546
H  4.470  5.902  0.378
H  0.017  -0.801  2.777
C  3.297  5.194  2.036
C  -1.748  -2.106  -5.945
C  2.448  5.615  -0.296
H  -1.946  -3.271  -1.961
C  -0.971  -0.987  -3.032
C  1.735  4.223  3.732
C  -0.142  -0.864  1.698
H  0.715  0.975  0.036
C  -0.945  -3.350  -2.391
C  -0.886  -2.135  1.305
H  2.074  6.714  4.137
H  -2.706  -1.305  4.996
C  0.765  -1.808  -5.503
H  -2.729  -2.279  -7.839
H  -0.757  -0.011  1.413
H  -1.248  -2.005  0.287
H  -3.147  -0.555  -5.334
N  -1.827  -2.757  -4.600
H  1.081  7.693  0.843
H  -0.613  -0.209  -3.700
C  -2.102  -2.445  2.207
H  -2.367  -0.262  -6.886
H  2.004  3.213  3.428
H  -2.406  -3.839  -7.090
H  -0.538  6.990  0.815
H  0.286  7.417  -0.683
H  -0.891  4.743  -0.471
H  2.721  4.622  -0.667
H  1.561  -1.715  0.716
C  -2.132  -1.806  5.766
H  -0.402  -0.873  -2.109
C  1.873  5.222  2.590
B  0.445  -6.055  3.106
H  3.573  4.158  1.814
H  -0.141  -3.225  -6.834
H  3.360  7.096  0.997
H  -0.206  -2.990  1.294
O  1.710  -6.378  2.708
C  -0.905  -2.504  5.234
C  0.431  7.002  0.314
H  2.402  4.519  4.541
F  -0.123  -2.910  6.310
H  1.126  -4.260  4.260
H  -0.281  -1.875  4.601
H  -1.660  -4.545  2.038
H  -0.259  -1.567  -7.391
C  0.315  -4.986  4.283
C  -2.205  -0.638  -5.877
H  -0.883  -7.522  2.869
C  -2.084  -3.878  2.781
C  1.215  -0.719  0.991
H  -1.784  -1.042  6.459
H  -2.188  -1.685  2.979
O  -1.991  -4.029  -4.692
H  -1.481  0.027  -5.412
H  0.487  6.710  3.375
H  -3.015  -2.373  1.620
H  -2.087  -4.777  5.222
H  0.521  3.864  -1.065
H  -3.106  -4.214  2.954
H  1.877  7.435  2.565
C  0.134  4.852  -0.827
O  0.841  3.580  1.343
H  1.898  -6.208  1.783
H  -0.770  -4.389  -2.660
C  -0.324  -2.199  -6.503
C  -0.791  -2.412  -3.581
H  0.117  5.435  -1.747
P  -1.238  -4.085  4.360
C  0.601  -2.573  -4.191
N  0.908  4.853  1.506
H  0.753  -0.730  -5.325
C  3.460  6.032  0.771
H  1.888  0.123  -0.750
N  1.017  0.050  -0.243
H  -2.750  -2.492  6.340
H  3.981  5.541  2.813
C  -2.709  -2.815  -6.890
H  0.790  -3.636  -4.376
H  -2.019  -0.784  -2.805
H  0.416  -5.538  5.221
C  1.555  6.604  3.185
H  1.743  -2.032  -5.932
H  -0.216  -3.067  -1.630
H  1.928  -0.249  1.671
H  2.503  6.293  -1.149
H  -3.720  -2.831  -6.483
H  0.715  4.209  4.117

Results
Total charge: +1
2S+1: 3
Kohn-Sham gap (spin up / spin down): 7.0 / 8.1 eV

Results of the Mulliken charge analysis, in e, for atoms 1 through 4: atom 1 (C): 1.8079, atom 2 (H): 0.3424, atom 3 (O): -0.5403, atom 4 (H): 0.3866



The following is a quantum chemistry calculation of a molecular structure, C7H8FeN2O5 at a distorted geometry, from the OMol25 dataset.

Atoms and positions in Å:
H  2.001  -0.114  3.467
N  1.171  -0.166  4.057
C  0.003  -1.645  -1.480
H  -0.920  -0.064  -2.682
O  -0.005  1.925  2.344
C  -0.004  1.727  -0.895
O  -2.984  -0.011  -0.005
C  -1.828  -0.022  -0.072
C  1.828  -0.014  -0.073
H  -0.918  -2.254  -1.439
H  -2.000  -0.152  3.461
O  -0.006  2.803  -1.338
H  0.920  -0.060  -2.682
O  0.004  -0.397  2.175
C  -0.002  1.049  1.530
N  -1.170  -0.183  4.054
H  0.927  -2.250  -1.438
C  0.002  -0.335  3.474
H  -1.231  -0.236  5.050
O  2.984  0.002  -0.005
Fe  0.000  0.052  -0.335
H  1.229  -0.213  5.053
C  0.001  -0.410  -2.200

Results
Total charge: +2
2S+1: 5
Kohn-Sham gap (spin up / spin down): 8.0 / 6.7 eV

Results of the Mulliken charge analysis, in e, for atoms 1 through 4: atom 1 (H): 0.2190, atom 2 (N): -0.3100, atom 3 (C): -0.6313, atom 4 (H): 0.3793



The following is a quantum chemistry calculation of a molecular structure, C4H5AlO3 at a distorted geometry, from the OMol25 dataset.

Atoms and positions in Å:
H  -2.360  -1.145  1.362
O  -1.083  0.987  -0.956
H  3.628  0.383  0.316
C  2.555  0.353  0.031
C  -1.617  -0.527  0.821
C  2.007  -0.613  -0.759
O  1.782  1.230  0.692
Al  0.440  0.428  -0.322
C  -2.092  0.344  -0.302
O  -0.408  -0.742  0.981
H  2.698  -1.404  -1.081
H  -2.837  1.028  0.169
H  -2.711  -0.321  -0.950

Results
Kohn-Sham gap: 7.2 eV

Results of the Mulliken charge analysis, in e, for atoms 1 through 4: atom 1 (H): 0.3647, atom 2 (O): -0.2837, atom 3 (H): 0.4162, atom 4 (C): -0.0656



The following is a quantum chemistry calculation of a molecular structure, C16H9Cl5NO7Pd, from the OMol25 dataset.

Atoms and positions in Å:
H  2.745  -5.113  0.905
O  -1.974  3.311  0.745
C  -4.806  2.646  2.884
O  -4.620  0.234  3.144
C  -3.882  3.664  2.236
C  0.271  2.227  -2.700
H  0.019  -2.134  -1.249
C  2.163  3.663  -3.062
C  1.663  -4.969  0.846
Pd  -0.655  1.371  0.149
H  0.157  -5.007  -0.697
O  -3.992  4.865  2.317
C  1.277  -3.611  1.429
H  2.667  -2.267  0.436
C  -4.198  1.271  2.681
Cl  1.855  2.806  0.845
Cl  3.180  4.566  -4.127
N  1.499  -3.406  -0.951
H  1.174  -5.804  1.347
C  -2.839  2.884  1.511
O  -0.202  -1.414  -0.626
C  1.648  -2.633  0.297
Cl  -1.079  1.317  -3.308
C  -3.000  1.465  1.833
H  1.749  -5.489  -1.291
O  0.817  -0.553  1.154
C  1.073  2.959  -3.569
Cl  3.802  4.478  -1.060
H  2.319  -3.315  -1.531
C  0.729  -1.418  0.318
O  -2.219  0.582  1.442
O  -5.844  2.887  3.447
C  2.440  3.629  -1.696
Cl  0.733  2.994  -5.262
H  0.201  -3.571  1.613
C  1.607  2.894  -0.869
C  0.505  2.174  -1.331
C  1.230  -4.816  -0.609
H  1.788  -3.365  2.357

Results
Total charge: -1
2S+1: 3
Kohn-Sham gap (spin up / spin down): 6.6 / 5.8 eV

Results of the Mulliken charge analysis, in e, for atoms 1 through 4: atom 1 (H): 0.2830, atom 2 (O): -0.5872, atom 3 (C): 0.5212, atom 4 (O): -0.6036